Record 1
Computed, not measured: C43H58CoN3O2 as an isolated structure, with the ωB97M-V functional and the def2-TZVPD basis.

```
107
C43H58CoN3O2, DFT the ωB97M-V functional and the def2-TZVPD basis
Co 0.57 -0.49 0.21
C 3.69 -0.92 -1.16
N 3.13 -0.01 -0.16
C 3.94 -0.06 1.05
C 3.04 1.36 -0.65
C 1.95 1.51 -1.70
N 0.63 1.20 -1.16
C -0.29 0.83 -2.26
C 0.12 -0.34 -3.12
C -0.01 -0.18 -4.49
C 0.24 -1.21 -5.39
C 0.60 -2.43 -4.83
C 0.74 -2.67 -3.47
C 0.53 -1.59 -2.57
O 0.74 -1.73 -1.29
C 1.15 -4.10 -3.06
C 2.56 -4.39 -3.58
C 1.14 -4.39 -1.55
C 0.17 -5.09 -3.70
C 0.13 -1.07 -6.91
C -0.27 0.35 -7.32
C 1.47 -1.40 -7.56
C -0.94 -2.04 -7.44
C 0.07 2.37 -0.44
C -0.80 2.15 0.78
C -0.89 3.24 1.64
C -1.72 3.25 2.74
C -2.47 2.09 2.97
C -2.41 0.97 2.17
C -1.53 0.97 1.04
O -1.42 -0.09 0.27
C -3.29 -0.25 2.45
C -4.20 -0.53 1.24
C -4.20 -0.04 3.66
C -2.43 -1.49 2.74
C -1.86 4.45 3.68
C -1.00 5.63 3.24
C -3.32 4.91 3.72
C -1.43 4.05 5.10
H 4.72 -0.64 -1.42
H 3.08 -0.93 -2.06
H 3.69 -1.93 -0.76
H 4.98 0.27 0.85
H 3.96 -1.08 1.43
H 3.49 0.57 1.81
H 4.00 1.70 -1.07
H 2.82 1.99 0.21
H 2.13 0.83 -2.53
H 1.97 2.53 -2.11
H -0.39 1.71 -2.92
H -1.26 0.64 -1.80
H -0.31 0.79 -4.85
H 0.79 -3.26 -5.51
H 3.28 -3.70 -3.13
H 2.62 -4.28 -4.66
H 2.86 -5.41 -3.32
H 1.87 -3.80 -1.01
H 1.39 -5.45 -1.42
H 0.17 -4.20 -1.10
H 0.17 -5.04 -4.79
H -0.85 -4.90 -3.36
H 0.43 -6.12 -3.41
H 0.46 1.08 -6.98
H -1.25 0.63 -6.92
H -0.33 0.41 -8.41
H 2.25 -0.71 -7.21
H 1.41 -1.31 -8.65
H 1.80 -2.41 -7.32
H -1.91 -1.83 -7.00
H -0.68 -3.07 -7.21
H -1.03 -1.95 -8.53
H -0.48 2.99 -1.18
H 0.92 2.99 -0.12
H -0.29 4.12 1.40
H -3.14 2.08 3.82
H -4.86 0.33 1.06
H -4.83 -1.40 1.44
H -3.61 -0.71 0.35
H -4.87 0.81 3.53
H -3.63 0.13 4.58
H -4.81 -0.93 3.81
H -1.78 -1.72 1.91
H -3.08 -2.34 2.94
H -1.80 -1.32 3.62
H -1.26 5.96 2.24
H 0.07 5.38 3.25
H -1.14 6.47 3.93
H -3.65 5.23 2.73
H -3.43 5.76 4.41
H -3.98 4.12 4.06
H -0.40 3.69 5.11
H -2.06 3.25 5.50
H -1.50 4.90 5.78
N 0.99 0.22 10.11
C 1.02 0.08 8.96
C 1.06 -0.10 7.54
C 0.17 0.60 6.72
C 0.20 0.42 5.35
C 1.13 -0.45 4.76
C 2.01 -1.15 5.60
C 1.98 -0.98 6.97
C 1.15 -0.60 3.35
C 1.04 -0.70 2.14
H -0.55 1.28 7.17
H -0.49 0.96 4.71
H 2.72 -1.83 5.15
H 2.66 -1.52 7.60
```

The total charge is -1. The multiplicity is 4. For the orbital gap (spin up / spin down), the calculation gives 7.03 / 7.05 eV. The calculation puts the LUMO energy (spin up / spin down) at 2.421 / 2.419 eV. Its energy above the lowest of the compared OMol25 structures with the same formula, charge and spin is 0.093 eV.



Record 2
Computed, not measured: C43H58KN9S2 as an isolated structure in a non-equilibrium geometry, with the ωB97M-V functional and the def2-TZVPD basis.

```
113
C43H58KN9S2, DFT the ωB97M-V functional and the def2-TZVPD basis
K 0.27 -1.44 -1.02
S -1.05 1.47 0.85
C -0.53 1.55 2.42
N -1.27 2.07 3.42
C -0.72 2.18 4.76
C 0.71 2.60 4.67
N 1.43 1.59 3.89
C 2.80 1.34 4.30
C 3.70 2.51 4.00
C 4.29 3.24 5.02
C 5.12 4.32 4.74
C 5.36 4.68 3.42
C 4.77 3.96 2.39
C 3.95 2.88 2.67
C 0.88 1.06 2.79
S 1.63 -0.04 1.82
C -2.61 2.62 3.23
C -2.58 4.13 3.20
C -1.94 4.82 2.17
C -1.89 6.20 2.18
C -2.47 6.92 3.22
C -3.11 6.24 4.25
C -3.16 4.85 4.24
H -0.81 1.23 5.30
H -1.30 2.94 5.30
H 1.16 2.66 5.65
H 0.79 3.59 4.20
H 3.14 0.44 3.79
H 2.80 1.14 5.38
H 4.11 2.96 6.06
H 5.57 4.88 5.55
H 6.00 5.52 3.20
H 4.96 4.23 1.36
H 3.50 2.30 1.87
H -3.22 2.28 4.07
H -3.02 2.20 2.31
H -1.50 4.26 1.35
H -1.39 6.72 1.37
H -2.42 8.00 3.23
H -3.57 6.79 5.06
H -3.67 4.33 5.04
C -1.82 -0.47 -4.85
C -2.01 -0.37 -3.34
C -2.03 1.10 -2.89
C -3.27 -1.08 -2.87
C -4.51 -0.67 -3.35
C -5.68 -1.27 -2.92
C -5.61 -2.29 -1.98
C -4.39 -2.74 -1.48
C -4.39 -3.80 -0.39
C -4.97 -5.13 -0.87
C -5.14 -3.29 0.85
C -3.21 -2.15 -1.96
N -1.94 -2.58 -1.52
C -1.59 -3.80 -1.76
C -0.37 -4.42 -1.38
C 0.02 -5.72 -1.75
C 1.30 -5.91 -1.22
C 1.62 -4.70 -0.55
N 0.62 -3.82 -0.63
C 2.89 -4.39 0.21
C 3.16 -2.88 0.20
C 2.75 -4.86 1.66
C 4.08 -5.11 -0.44
H -0.87 -0.01 -5.14
H -2.62 0.04 -5.39
H -1.80 -1.51 -5.18
H -1.16 -0.85 -2.87
H -2.86 1.63 -3.36
H -1.10 1.60 -3.17
H -2.15 1.18 -1.81
H -4.56 0.15 -4.06
H -6.64 -0.94 -3.30
H -6.53 -2.74 -1.63
H -3.36 -3.97 -0.09
H -6.00 -5.00 -1.23
H -4.99 -5.85 -0.05
H -4.38 -5.55 -1.68
H -6.20 -3.16 0.64
H -4.74 -2.33 1.18
H -5.04 -4.00 1.67
H -2.27 -4.44 -2.34
H -0.56 -6.42 -2.33
H 1.92 -6.79 -1.31
H 2.37 -2.36 0.74
H 3.19 -2.50 -0.83
H 4.11 -2.66 0.69
H 1.92 -4.34 2.15
H 3.67 -4.66 2.23
H 2.55 -5.94 1.70
H 4.17 -4.85 -1.50
H 3.97 -6.20 -0.37
H 5.01 -4.83 0.07
C 3.23 2.76 -4.35
N 2.47 2.37 -3.18
C 2.32 3.29 -2.06
C 1.90 1.13 -3.04
N 1.27 0.69 -2.02
N 2.06 0.32 -4.18
C 1.83 -1.06 -4.26
N 1.76 -1.49 -5.58
N 1.71 -1.78 -3.23
H 3.70 3.72 -4.17
H 2.60 2.87 -5.24
H 4.02 2.04 -4.57
H 2.89 4.20 -2.28
H 2.71 2.86 -1.14
H 1.28 3.57 -1.90
H 1.23 1.34 -1.24
H 2.13 0.80 -5.06
H 2.19 -0.94 -6.30
H 1.80 -2.48 -5.71
H 1.57 -2.77 -3.46
```

For the orbital gap, the calculation gives 5.40 eV. The calculation puts the LUMO energy at -0.632 eV.



Record 3
Computed, not measured: C43H59BBr2N9Pb as an isolated structure, with the ωB97M-V functional and the def2-TZVPD basis.

```
115
C43H59BBr2N9Pb, DFT the ωB97M-V functional and the def2-TZVPD basis
Pb 0.09 -0.48 -0.32
C 1.85 -0.32 4.90
C 1.79 -0.97 3.56
C 2.33 -2.18 3.19
C 2.02 -2.40 1.85
N 1.29 -1.32 1.42
N 1.18 -0.45 2.49
B 0.52 0.93 2.44
N -1.01 0.78 2.26
N -1.60 -0.11 1.38
C -2.91 -0.17 1.70
C -3.14 0.71 2.76
C -1.93 1.27 3.10
C -1.65 2.24 4.20
C -4.01 -0.98 1.04
C -5.33 -0.19 1.14
C -4.24 -2.30 1.79
C -3.75 -1.24 -0.44
N 1.23 1.84 1.41
N 1.29 1.62 0.06
C 2.07 2.60 -0.47
C 2.50 3.43 0.57
C 1.98 2.92 1.74
C 2.17 3.45 3.12
C 2.37 2.92 -1.93
C 1.28 2.41 -2.88
C 2.47 4.45 -2.09
C 3.72 2.34 -2.40
C 2.56 -3.70 1.24
C 2.28 -4.02 -0.22
C 1.97 -4.87 2.06
C 4.09 -3.68 1.39
H 2.40 -0.96 5.58
H 2.35 0.65 4.87
H 0.85 -0.17 5.31
H 2.89 -2.83 3.83
H 0.68 1.44 3.49
H -4.08 0.90 3.26
H -2.59 2.57 4.63
H -1.06 1.78 4.99
H -1.11 3.12 3.85
H -5.67 -0.09 2.17
H -5.25 0.81 0.70
H -6.11 -0.73 0.59
H -4.16 -2.18 2.87
H -5.25 -2.67 1.57
H -3.56 -3.08 1.47
H -3.77 -0.33 -1.04
H -2.79 -1.74 -0.61
H -4.53 -1.90 -0.83
H 3.12 4.30 0.49
H 2.67 4.42 3.06
H 1.23 3.58 3.65
H 2.80 2.79 3.71
H 0.31 2.89 -2.70
H 1.57 2.63 -3.90
H 1.15 1.33 -2.79
H 1.58 4.96 -1.72
H 3.34 4.86 -1.58
H 2.57 4.69 -3.15
H 3.63 1.30 -2.69
H 4.04 2.88 -3.29
H 4.50 2.45 -1.65
H 1.22 -4.15 -0.42
H 2.72 -3.29 -0.90
H 2.75 -4.98 -0.45
H 0.88 -4.89 1.98
H 2.35 -5.81 1.67
H 2.23 -4.81 3.11
H 4.53 -2.86 0.82
H 4.41 -3.57 2.43
H 4.50 -4.61 1.02
Br -2.05 -6.62 -2.67
C -1.40 -5.04 -1.94
C -1.77 -4.64 -0.66
C -1.29 -3.44 -0.20
N -0.47 -2.67 -0.91
C 0.00 -3.11 -2.08
C -0.47 -4.28 -2.65
C 1.23 -2.41 -2.58
C 2.00 -2.89 -3.61
C 3.28 -2.38 -3.79
Br 4.35 -3.02 -5.17
C 3.76 -1.42 -2.91
C 2.90 -0.94 -1.94
N 1.66 -1.40 -1.80
H -2.43 -5.25 -0.06
H -1.57 -3.06 0.78
H -0.12 -4.63 -3.61
H 1.65 -3.69 -4.25
H 4.77 -1.04 -2.99
H 3.21 -0.17 -1.25
C -2.73 4.64 -1.46
N -2.16 3.85 -0.33
C -0.74 4.24 -0.09
C -2.34 2.33 -0.34
C -2.13 1.59 -1.63
C -3.00 1.87 -2.69
C -2.96 1.22 -3.91
C -2.04 0.20 -4.09
C -1.22 -0.16 -3.04
C -1.25 0.51 -1.82
H -2.54 5.69 -1.25
H -3.80 4.47 -1.53
H -2.23 4.36 -2.38
H -2.69 4.14 0.50
H -0.15 3.91 -0.93
H -0.40 3.75 0.82
H -0.69 5.32 0.02
H -3.36 2.15 0.01
H -1.66 1.99 0.44
H -3.77 2.62 -2.55
H -3.65 1.49 -4.69
H -1.98 -0.33 -5.03
H -0.53 -0.98 -3.20
```

The total charge is +3. For the orbital gap, the calculation gives 7.53 eV. The calculation puts the LUMO energy at -8.739 eV.



Record 4
Computed, not measured: C43H60BrF6KN2O4P as an isolated structure in a non-equilibrium geometry, with the ωB97M-V functional and the def2-TZVPD basis.

```
118
C43H60BrF6KN2O4P, DFT the ωB97M-V functional and the def2-TZVPD basis
K 1.18 1.50 -0.04
C 3.37 -4.57 4.07
C 2.60 -3.59 4.97
C 1.25 -4.21 5.36
C 3.41 -3.39 6.26
C 2.37 -2.28 4.20
C 1.65 -2.29 3.05
C 1.44 -1.11 2.28
N 0.83 -1.01 1.12
C 0.40 -1.91 0.24
C 0.69 -3.30 0.25
C 0.09 -4.16 -0.62
C -0.78 -3.61 -1.60
C -1.04 -2.28 -1.77
C -0.45 -1.33 -0.82
O -0.66 -0.11 -0.85
C -1.91 -1.87 -2.98
C -3.30 -2.51 -2.83
C -1.25 -2.40 -4.26
C -2.11 -0.37 -3.18
C 0.34 -5.67 -0.61
C 1.27 -6.09 0.53
C -1.00 -6.40 -0.42
C 0.98 -6.11 -1.94
C 1.88 0.20 2.82
O 1.59 1.24 2.23
C 2.69 0.16 4.05
C 2.91 -1.03 4.66
C 3.21 1.47 4.63
C 4.13 2.18 3.61
C 4.04 1.23 5.90
C 2.03 2.39 5.00
H 3.59 -5.50 4.61
H 4.31 -4.11 3.75
H 2.80 -4.81 3.18
H 1.40 -5.13 5.94
H 0.66 -4.46 4.47
H 0.67 -3.51 5.96
H 3.52 -4.34 6.77
H 2.90 -2.69 6.94
H 4.40 -3.00 6.04
H 1.17 -3.20 2.74
H 1.45 -3.65 0.93
H -1.23 -4.30 -2.31
H -3.25 -3.60 -2.76
H -3.92 -2.25 -3.70
H -3.79 -2.13 -1.93
H -1.18 -3.49 -4.27
H -0.24 -1.99 -4.36
H -1.84 -2.09 -5.14
H -2.62 0.09 -2.33
H -2.72 -0.21 -4.08
H -1.16 0.15 -3.30
H 0.86 -5.79 1.49
H 2.26 -5.63 0.42
H 1.39 -7.17 0.52
H -1.47 -6.07 0.51
H -0.84 -7.48 -0.37
H -1.69 -6.19 -1.24
H 1.94 -5.61 -2.07
H 0.35 -5.84 -2.79
H 1.13 -7.19 -1.95
H 3.51 -1.04 5.56
H 4.91 1.50 3.26
H 4.60 3.05 4.08
H 3.56 2.51 2.75
H 4.92 0.63 5.69
H 3.45 0.74 6.68
H 4.37 2.20 6.29
H 1.48 2.67 4.11
H 2.40 3.30 5.48
H 1.35 1.88 5.69
C -4.82 3.54 -5.36
C -3.41 4.14 -5.42
C -3.51 5.67 -5.56
C -2.72 3.58 -6.66
C -2.64 3.82 -4.14
C -1.37 3.27 -4.15
C -0.70 3.04 -2.97
Br 1.03 2.28 -3.06
C -1.24 3.33 -1.68
O -0.60 3.05 -0.62
C -2.56 3.93 -1.69
C -3.20 4.14 -2.89
C -3.27 4.23 -0.37
C -3.48 2.90 0.38
C -2.45 5.19 0.51
C -4.64 4.88 -0.59
H -5.37 3.75 -6.28
H -5.40 3.94 -4.52
H -4.76 2.45 -5.23
H -4.02 5.95 -6.49
H -2.51 6.11 -5.56
H -4.07 6.10 -4.73
H -3.33 3.78 -7.55
H -2.57 2.51 -6.57
H -1.75 4.05 -6.82
H -0.87 3.00 -5.07
H -4.19 4.57 -2.89
H -2.53 2.41 0.55
H -4.12 2.23 -0.20
H -3.96 3.08 1.35
H -1.48 4.76 0.73
H -2.98 5.37 1.45
H -2.30 6.14 0.00
H -5.34 4.21 -1.11
H -4.56 5.81 -1.16
H -5.08 5.13 0.38
F 3.05 0.45 -0.80
P 4.63 0.60 -0.43
F 6.22 0.72 -0.06
F 4.35 -0.08 1.02
F 4.90 -0.88 -1.06
F 4.91 1.26 -1.88
F 4.36 2.06 0.19
O 1.10 5.07 1.99
C 1.06 4.80 0.82
N 1.02 4.59 -0.36
```

The total charge is -2. The multiplicity is 2. For the orbital gap (spin up / spin down), the calculation gives 5.58 / 5.07 eV. The calculation puts the LUMO energy (spin up / spin down) at 3.585 / 3.077 eV. Its energy above the lowest of the compared OMol25 structures with the same formula, charge and spin is 0.455 eV.